Record 1
This record from OMol25 describes C43H38IN7P2Se2Tc as an isolated structure in a non-equilibrium geometry. The level of theory is the ωB97M-V functional and the def2-TZVPD basis.

Structure (XYZ):
```
94
C43H38IN7P2Se2Tc, DFT the ωB97M-V functional and the def2-TZVPD basis
Tc -1.892 2.406 -0.266
Se 2.400 -4.119 -0.121
P 2.818 -2.084 0.051
C 4.061 -1.476 -1.115
C 4.731 -0.266 -0.905
C 5.692 0.169 -1.805
C 5.992 -0.605 -2.922
C 5.340 -1.813 -3.126
C 4.381 -2.254 -2.221
C 3.372 -1.616 1.704
C 2.422 -1.566 2.724
C 2.824 -1.412 4.039
C 4.178 -1.317 4.345
C 5.125 -1.374 3.335
C 4.727 -1.528 2.011
C 1.391 -0.940 -0.208
C -0.029 -1.118 -0.367
N -0.673 0.039 -0.197
N 0.275 0.983 0.070
N 1.593 0.409 0.158
P -1.180 -2.470 -1.006
Se -3.200 -1.832 -0.959
C -0.982 -3.929 -0.005
C -1.107 -3.813 1.376
C -1.095 -4.954 2.158
C -0.978 -6.204 1.556
C -0.868 -6.313 0.178
C -0.874 -5.171 -0.611
C -0.546 -2.747 -2.671
C -1.442 -2.749 -3.737
C -0.973 -2.939 -5.031
C 0.384 -3.122 -5.263
C 1.280 -3.125 -4.199
C 0.818 -2.940 -2.905
H 4.539 0.308 -0.005
H 6.226 1.096 -1.629
H 6.753 -0.275 -3.618
H 5.592 -2.426 -3.984
H 3.892 -3.214 -2.353
H 1.367 -1.667 2.489
H 2.086 -1.385 4.831
H 4.493 -1.213 5.376
H 6.180 -1.313 3.574
H 5.474 -1.601 1.231
H -1.209 -2.836 1.837
H -1.180 -4.876 3.235
H -0.978 -7.099 2.168
H -0.773 -7.288 -0.286
H -0.772 -5.249 -1.687
H -2.498 -2.602 -3.550
H -1.672 -2.944 -5.859
H 0.745 -3.274 -6.274
H 2.337 -3.283 -4.377
H 1.514 -2.982 -2.075
N -0.072 5.107 -0.090
C -1.451 5.392 -0.159
C -1.815 6.725 -0.082
C -3.149 7.066 -0.086
C -4.109 6.061 -0.159
C -3.683 4.764 -0.223
N -2.371 4.410 -0.226
C 0.593 3.966 -0.402
C 2.000 3.858 0.046
C 2.683 2.718 -0.039
C 2.112 1.525 -0.749
C 0.661 1.765 -1.126
N -0.037 3.008 -0.985
H 0.500 5.884 0.201
H -1.046 7.487 -0.035
H -3.442 8.109 -0.036
H -5.169 6.281 -0.163
H -4.383 3.943 -0.282
H 2.444 4.724 0.524
H 3.694 2.665 0.355
H 2.764 1.163 -1.534
H 0.374 1.272 -2.050
I -2.016 1.225 -3.499
C -3.145 1.854 -1.815
H -3.701 0.970 -1.510
H -3.800 2.646 -2.170
C -5.834 1.199 4.642
C -4.903 1.435 3.490
C -4.979 0.667 2.334
C -4.151 0.928 1.267
N -3.248 1.925 1.285
C -3.145 2.657 2.413
C -3.937 2.443 3.516
H -5.844 0.146 4.925
H -6.854 1.462 4.352
H -5.562 1.795 5.511
H -5.681 -0.155 2.257
H -4.179 0.319 0.375
H -2.396 3.442 2.426
H -3.802 3.061 4.394
```

Output
- Multiplicity: 4
- Strongest force on any atom: 1.3 eV/Å
- Net charge: +2
- Relative energy (zero: lowest compared OMol25 entry of this formula, charge and spin): 413.1 kJ/mol


Record 2
This record from OMol25 describes a 12-piece molecular cluster, C36H81N11O14 overall in a non-equilibrium geometry. The level of theory is the ωB97M-V functional and the def2-TZVPD basis.

Structure (XYZ):
```
142
C36H81N11O14, DFT the ωB97M-V functional and the def2-TZVPD basis
O -10.282 7.255 -2.365
C -9.209 6.914 -2.741
O -8.429 6.017 -2.106
C -7.174 5.908 -2.741
C -7.368 6.636 -4.064
O -8.591 7.353 -3.864
H -6.385 6.374 -2.153
H -6.968 4.865 -2.983
H -7.531 5.967 -4.909
H -6.547 7.337 -4.203
C -3.016 8.874 -5.417
N -2.752 7.890 -4.381
C -3.033 6.567 -4.441
C -2.743 5.769 -3.191
O -3.492 6.077 -5.470
H -2.187 9.580 -5.445
H -3.890 9.489 -5.188
H -3.185 8.348 -6.352
H -2.245 8.266 -3.597
H -1.796 5.232 -3.225
H -3.540 5.064 -2.961
H -2.686 6.463 -2.350
C -1.709 3.496 -5.622
N -1.121 4.237 -6.729
C 0.113 4.755 -6.707
C 0.628 5.304 -8.019
O 0.798 4.807 -5.695
H -1.332 3.943 -4.701
H -1.339 2.469 -5.604
H -2.794 3.529 -5.608
H -1.698 4.291 -7.555
H 0.958 4.509 -8.689
H 1.458 5.960 -7.766
H -0.089 5.890 -8.601
C -8.957 1.404 -1.110
N -8.185 0.498 -1.944
C -8.624 -0.266 -2.953
C -7.584 -1.055 -3.737
O -9.808 -0.452 -3.219
H -8.687 1.353 -0.058
H -10.029 1.250 -1.177
H -8.745 2.411 -1.479
H -7.216 0.371 -1.711
H -6.541 -0.931 -3.445
H -7.682 -0.693 -4.760
H -7.865 -2.101 -3.640
C -6.462 0.504 -10.470
N -6.411 -0.665 -9.617
C -7.416 -1.017 -8.800
C -7.124 -2.096 -7.773
O -8.487 -0.419 -8.758
H -7.006 0.338 -11.402
H -5.455 0.766 -10.791
H -6.922 1.310 -9.903
H -5.507 -1.121 -9.480
H -7.019 -1.645 -6.786
H -6.170 -2.582 -7.994
H -7.937 -2.815 -7.722
C -5.602 1.048 0.778
N -5.304 2.454 0.542
C -5.119 3.072 -0.636
C -5.053 2.243 -1.894
O -5.035 4.301 -0.684
H -5.572 0.894 1.854
H -4.863 0.424 0.278
H -6.612 0.788 0.461
H -5.240 3.078 1.331
H -4.657 2.870 -2.689
H -6.005 1.845 -2.234
H -4.332 1.428 -1.787
C -3.454 5.897 -8.636
N -2.826 4.805 -9.370
C -3.343 3.583 -9.557
C -2.513 2.578 -10.325
O -4.431 3.250 -9.101
H -3.901 5.527 -7.716
H -4.173 6.382 -9.303
H -2.715 6.661 -8.396
H -1.980 5.060 -9.853
H -2.561 1.577 -9.894
H -1.443 2.797 -10.364
H -2.933 2.513 -11.330
C -9.673 1.335 -6.463
N -8.980 2.150 -7.436
C -8.902 3.493 -7.460
C -8.174 4.057 -8.670
O -9.420 4.248 -6.645
H -9.145 1.400 -5.505
H -9.732 0.320 -6.830
H -10.640 1.784 -6.225
H -8.551 1.679 -8.215
H -8.020 3.278 -9.425
H -7.182 4.360 -8.334
H -8.718 4.828 -9.205
C -4.107 -2.352 -4.327
N -3.171 -3.362 -4.816
C -1.846 -3.175 -5.058
C -1.100 -4.382 -5.636
O -1.300 -2.102 -4.864
H -4.730 -2.842 -3.584
H -4.618 -1.959 -5.207
H -3.686 -1.443 -3.902
H -3.585 -4.241 -5.072
H -0.946 -4.229 -6.701
H -1.618 -5.323 -5.451
H -0.127 -4.422 -5.151
C -5.734 3.587 -5.566
N -5.163 2.601 -6.454
C -4.872 1.356 -6.048
C -4.181 0.481 -7.062
O -5.219 0.884 -4.960
H -6.135 4.404 -6.163
H -4.962 4.042 -4.939
H -6.492 3.174 -4.902
H -5.003 2.779 -7.441
H -4.776 0.466 -7.972
H -3.992 -0.517 -6.687
H -3.199 0.891 -7.321
C -9.621 7.838 -8.663
N -8.403 7.854 -7.877
C -7.168 7.494 -8.326
C -6.093 7.540 -7.285
O -6.930 7.115 -9.461
H -10.277 7.058 -8.272
H -9.446 7.538 -9.696
H -10.083 8.822 -8.657
H -8.412 8.458 -7.073
H -6.443 7.762 -6.278
H -5.396 8.331 -7.578
H -5.499 6.632 -7.190
C -4.718 -3.988 -10.443
N -3.379 -3.593 -10.076
C -3.003 -2.431 -9.510
C -1.531 -2.286 -9.211
O -3.791 -1.539 -9.199
H -5.064 -4.766 -9.755
H -4.792 -4.450 -11.427
H -5.459 -3.197 -10.382
H -2.692 -4.325 -10.010
H -1.083 -1.776 -10.070
H -0.994 -3.225 -9.088
H -1.365 -1.614 -8.373
```

Output
- Strongest force on any atom: 1.9 eV/Å
- Total energy: -83707.518 eV


Copy entry 1 word for word.
This record from OMol25 describes C43H38IN7P2Se2Tc as an isolated structure in a non-equilibrium geometry. The level of theory is the ωB97M-V functional and the def2-TZVPD basis.

Structure (XYZ):
```
94
C43H38IN7P2Se2Tc, DFT the ωB97M-V functional and the def2-TZVPD basis
Tc -1.892 2.406 -0.266
Se 2.400 -4.119 -0.121
P 2.818 -2.084 0.051
C 4.061 -1.476 -1.115
C 4.731 -0.266 -0.905
C 5.692 0.169 -1.805
C 5.992 -0.605 -2.922
C 5.340 -1.813 -3.126
C 4.381 -2.254 -2.221
C 3.372 -1.616 1.704
C 2.422 -1.566 2.724
C 2.824 -1.412 4.039
C 4.178 -1.317 4.345
C 5.125 -1.374 3.335
C 4.727 -1.528 2.011
C 1.391 -0.940 -0.208
C -0.029 -1.118 -0.367
N -0.673 0.039 -0.197
N 0.275 0.983 0.070
N 1.593 0.409 0.158
P -1.180 -2.470 -1.006
Se -3.200 -1.832 -0.959
C -0.982 -3.929 -0.005
C -1.107 -3.813 1.376
C -1.095 -4.954 2.158
C -0.978 -6.204 1.556
C -0.868 -6.313 0.178
C -0.874 -5.171 -0.611
C -0.546 -2.747 -2.671
C -1.442 -2.749 -3.737
C -0.973 -2.939 -5.031
C 0.384 -3.122 -5.263
C 1.280 -3.125 -4.199
C 0.818 -2.940 -2.905
H 4.539 0.308 -0.005
H 6.226 1.096 -1.629
H 6.753 -0.275 -3.618
H 5.592 -2.426 -3.984
H 3.892 -3.214 -2.353
H 1.367 -1.667 2.489
H 2.086 -1.385 4.831
H 4.493 -1.213 5.376
H 6.180 -1.313 3.574
H 5.474 -1.601 1.231
H -1.209 -2.836 1.837
H -1.180 -4.876 3.235
H -0.978 -7.099 2.168
H -0.773 -7.288 -0.286
H -0.772 -5.249 -1.687
H -2.498 -2.602 -3.550
H -1.672 -2.944 -5.859
H 0.745 -3.274 -6.274
H 2.337 -3.283 -4.377
H 1.514 -2.982 -2.075
N -0.072 5.107 -0.090
C -1.451 5.392 -0.159
C -1.815 6.725 -0.082
C -3.149 7.066 -0.086
C -4.109 6.061 -0.159
C -3.683 4.764 -0.223
N -2.371 4.410 -0.226
C 0.593 3.966 -0.402
C 2.000 3.858 0.046
C 2.683 2.718 -0.039
C 2.112 1.525 -0.749
C 0.661 1.765 -1.126
N -0.037 3.008 -0.985
H 0.500 5.884 0.201
H -1.046 7.487 -0.035
H -3.442 8.109 -0.036
H -5.169 6.281 -0.163
H -4.383 3.943 -0.282
H 2.444 4.724 0.524
H 3.694 2.665 0.355
H 2.764 1.163 -1.534
H 0.374 1.272 -2.050
I -2.016 1.225 -3.499
C -3.145 1.854 -1.815
H -3.701 0.970 -1.510
H -3.800 2.646 -2.170
C -5.834 1.199 4.642
C -4.903 1.435 3.490
C -4.979 0.667 2.334
C -4.151 0.928 1.267
N -3.248 1.925 1.285
C -3.145 2.657 2.413
C -3.937 2.443 3.516
H -5.844 0.146 4.925
H -6.854 1.462 4.352
H -5.562 1.795 5.511
H -5.681 -0.155 2.257
H -4.179 0.319 0.375
H -2.396 3.442 2.426
H -3.802 3.061 4.394
```

Output
- Multiplicity: 4
- Strongest force on any atom: 1.3 eV/Å
- Net charge: +2
- Relative energy (zero: lowest compared OMol25 entry of this formula, charge and spin): 413.1 kJ/mol